# C5H10O2

2 unconnected molecules or ions with the total composition C5H10O2 in a non-equilibrium geometry (wB97M-V/def2-TZVPD, the Open Molecules 2025 dataset).

Last column: natural (NBO) charge in e.
CARTESIAN COORDINATES (ANGSTROEM)
C1 0.86193 2.34717 2.40378  -0.38
C2 -0.26406 2.34175 1.69208  -0.22
C3 -1.16175 1.18960 1.48549  -0.40
C4 -0.94452 0.27975 0.53328  0.36
C5 -1.88047 -0.85546 0.28285  -0.67
O1 0.09599 0.33155 -0.33613  -0.68
H1 1.45562 3.25436 2.40120  0.20
H2 1.17870 1.49028 2.97415  0.20
H3 -0.51802 3.28310 1.22003  0.20
H4 -2.04995 1.06218 2.08719  0.22
H5 -2.73356 -0.47022 -0.26453  0.23
H6 -2.17835 -1.36404 1.19540  0.23
H7 -1.51476 -1.62054 -0.41770  0.23
H8 0.63477 1.12217 -0.19766  0.49
O2 2.81495 -4.44646 -4.91873  -0.94
H9 3.69306 -4.18823 -4.62737  0.47
H10 2.51040 -3.75696 -5.51333  0.47

The net charge is 0. The frontier orbital gap comes out at 9.47 eV. The value obtained for the energy above the lowest of the compared OMol25 structures with the same formula, charge and spin is 221.44 kJ/mol. The calculated total energy comes out at -9440.74797 eV. The largest force on an atom comes out at 1.055 eV Å⁻¹. The structure (SMILES) is C=C/C=C(/C)O.O. For the HOMO energy, the calculation gives -8.6 eV.


# C5H10O2

A single C5H10O2 molecule (wB97M-V/def2-TZVPD, the Open Molecules 2025 dataset).

Last column: natural (NBO) charge in e.
CARTESIAN COORDINATES (ANGSTROEM)
C1 -2.11535 0.53357 -0.25261  -0.65
C2 -1.25498 -0.70416 -0.06864  0.38
O1 -0.77806 -0.83047 1.25270  -0.52
C3 0.49869 -0.22404 1.26869  -0.10
C4 1.05352 -0.53661 -0.12232  0.07
C5 1.96765 0.52980 -0.69559  -0.62
O2 -0.12349 -0.63791 -0.91806  -0.54
H1 -1.54605 1.43000 0.01421  0.21
H2 -2.42205 0.62256 -1.29869  0.22
H3 -3.00759 0.47979 0.37846  0.22
H4 -1.81933 -1.61699 -0.29158  0.16
H5 0.42517 0.86466 1.42925  0.16
H6 1.07994 -0.66884 2.08113  0.20
H7 1.56493 -1.51126 -0.10818  0.17
H8 2.23324 0.28909 -1.72985  0.22
H9 2.89102 0.60885 -0.10903  0.21
H10 1.45845 1.50087 -0.69017  0.21

The net charge is 0. The frontier orbital gap comes out at 10.80 eV. The value obtained for the energy above the lowest of the compared OMol25 structures with the same formula, charge and spin is 123.10 kJ/mol. The calculated total energy comes out at -9441.76713 eV. The largest force on an atom comes out at 0.338 eV Å⁻¹. The structure (SMILES) is C[C@@H]1OC[C@H](C)O1. For the HOMO energy, the calculation gives -9.7 eV.


# C5H10O2

A single C5H10O2 molecule (wB97M-V/def2-TZVPD, the Open Molecules 2025 dataset).

Last column: natural (NBO) charge in e.
CARTESIAN COORDINATES (ANGSTROEM)
O1 2.75483 -0.25481 -0.88571  -0.71
C1 1.77832 -0.76968 -0.00797  -0.07
C2 0.39271 -0.36387 -0.46992  0.07
C3 -0.79647 -0.87679 0.34294  -0.43
C4 -1.79909 0.26047 0.14643  -0.43
C5 -0.86831 1.46143 0.26441  -0.06
O2 0.32213 1.07062 -0.41221  -0.55
H1 2.53963 0.68246 -0.99850  0.47
H2 1.93537 -0.41251 1.02397  0.16
H3 1.88255 -1.86060 -0.01538  0.18
H4 0.29145 -0.66103 -1.52400  0.18
H5 -0.53532 -0.96106 1.40669  0.20
H6 -1.15334 -1.85114 -0.00287  0.22
H7 -2.61759 0.26776 0.87170  0.22
H8 -2.22467 0.21885 -0.86364  0.20
H9 -0.65210 1.67412 1.32430  0.16
H10 -1.25012 2.37577 -0.20023  0.19

The net charge is 0. The frontier orbital gap comes out at 10.72 eV. The value obtained for the energy above the lowest of the compared OMol25 structures with the same formula, charge and spin is 129.52 kJ/mol. The calculated total energy comes out at -9441.70058 eV. The largest force on an atom comes out at 0.381 eV Å⁻¹. The structure (SMILES) is OC[C@H]1CCCO1. For the HOMO energy, the calculation gives -9.7 eV.


# C5H10O2

A single C5H10O2 molecule (wB97M-V/def2-TZVPD, the Open Molecules 2025 dataset).

Last column: natural (NBO) charge in e.
CARTESIAN COORDINATES (ANGSTROEM)
C1 0.58889 0.19107 1.91956  -0.66
C2 -0.29099 1.02526 0.99862  0.38
O1 -1.53550 0.42028 0.73811  -0.52
C3 -1.37016 -0.38109 -0.41555  -0.10
C4 -0.17477 0.24838 -1.16630  0.06
C5 0.91522 -0.74140 -1.55507  -0.63
O2 0.32261 1.22685 -0.25547  -0.53
H1 0.73436 -0.81525 1.51230  0.20
H2 1.56969 0.66623 2.02170  0.22
H3 0.13186 0.10512 2.90984  0.22
H4 -0.49873 2.00425 1.44485  0.17
H5 -1.16863 -1.42900 -0.14571  0.16
H6 -2.30336 -0.34675 -0.98513  0.20
H7 -0.51297 0.79071 -2.05758  0.18
H8 1.81709 -0.19676 -1.84714  0.22
H9 0.60437 -1.36750 -2.39896  0.21
H10 1.17104 -1.40040 -0.71806  0.20

The net charge is 0. The frontier orbital gap comes out at 10.85 eV. The value obtained for the energy above the lowest of the compared OMol25 structures with the same formula, charge and spin is 128.44 kJ/mol. The calculated total energy comes out at -9441.71184 eV. The largest force on an atom comes out at 0.305 eV Å⁻¹. The structure (SMILES) is C[C@@H]1OC[C@H](C)O1. For the HOMO energy, the calculation gives -9.8 eV.


# C5H10O2

2 unconnected molecules or ions with the total composition C5H10O2 in a non-equilibrium geometry (wB97M-V/def2-TZVPD, the Open Molecules 2025 dataset).

Last column: natural (NBO) charge in e.
CARTESIAN COORDINATES (ANGSTROEM)
C1 0.52131 3.01040 -0.01826  -0.37
C2 -0.07045 1.86796 0.30035  -0.23
C3 0.00854 0.56575 -0.35651  0.25
O1 -1.22038 0.14912 -0.87418  -0.71
C4 1.09330 -0.21893 -0.36709  -0.24
C5 0.92320 -1.71373 -0.56259  -0.68
H1 1.22219 3.05555 -0.83704  0.19
H2 0.32940 3.92447 0.53080  0.20
H3 -0.86028 1.98991 1.02875  0.21
H4 -1.71874 -0.45396 -0.30975  0.48
H5 2.02426 0.29343 -0.58646  0.22
H6 0.04107 -1.77923 -1.21249  0.24
H7 1.69350 -2.26034 -1.11523  0.23
H8 0.87003 -2.12229 0.44741  0.21
O2 -1.95926 -2.12794 1.17706  -0.95
H9 -1.65859 -2.52279 2.00292  0.48
H10 -1.23909 -1.65737 0.75229  0.46

The net charge is 0. The frontier orbital gap comes out at 9.43 eV. The value obtained for the energy above the lowest of the compared OMol25 structures with the same formula, charge and spin is 321.55 kJ/mol. The calculated total energy comes out at -9439.71041 eV. The largest force on an atom comes out at 1.671 eV Å⁻¹. The structure (SMILES) is C=C/C(O)=C/C.O. For the HOMO energy, the calculation gives -8.7 eV.


# C5H10O2

3 unconnected molecules or ions with the total composition C5H10O2 in a non-equilibrium geometry (wB97M-V/def2-TZVPD, the Open Molecules 2025 dataset).

Last column: natural (NBO) charge in e.
CARTESIAN COORDINATES (ANGSTROEM)
O1 -0.50098 2.18698 -1.31629  -0.67
C1 -0.14489 1.85356 -0.13551  0.18
C2 -0.78070 -0.01078 0.56356  -0.38
C3 -0.50686 -0.71732 -0.58604  0.01
C4 0.52634 -1.75196 -0.28873  -0.13
O2 1.04208 -1.42616 0.98859  -0.52
C5 0.20716 -0.47108 1.62828  -0.09
H1 0.15221 1.53892 -1.97169  0.37
H2 0.90457 1.56394 -0.00269  0.18
H3 -0.67793 2.36330 0.66281  0.19
H4 -1.80630 0.22703 0.84736  0.25
H5 -1.16150 -0.76650 -1.44543  0.24
H6 0.84243 0.50868 -2.17082  -0.40
H7 1.33828 -1.80244 -1.01302  0.22
H8 -0.00029 -2.72532 -0.26787  0.18
H9 0.84758 0.34510 1.99642  0.18
H10 -0.28121 -0.91594 2.51107  0.18

The net charge is 0. The frontier orbital gap (alpha / beta) comes out at 7.72 / 7.72 eV. The value obtained for the energy above the lowest of the compared OMol25 structures with the same formula, charge and spin is 629.07 kJ/mol. The calculated total energy comes out at -9436.52318 eV. The largest force on an atom comes out at 1.025 eV Å⁻¹. For the HOMO energy (alpha / beta), the calculation gives -8.1 / -8.1 eV.


# C5H10O2

A single C5H10O2 molecule in a non-equilibrium geometry (wB97M-V/def2-TZVPD, the Open Molecules 2025 dataset).

Last column: natural (NBO) charge in e.
CARTESIAN COORDINATES (ANGSTROEM)
C1 0.43245 0.18618 1.48824  -0.61
C2 0.57634 -0.19793 0.02419  -0.22
C3 1.83499 0.37770 -0.58510  -0.60
C4 -0.61775 0.31804 -0.80204  -0.51
C5 -1.96654 -0.30394 -0.53069  0.80
O1 -3.01814 0.13423 -0.89251  -0.58
O2 -1.86928 -1.46674 0.15260  -0.71
H1 1.04373 -0.43847 2.15310  0.22
H2 0.84759 1.19590 1.65550  0.20
H3 -0.60664 0.25614 1.78965  0.21
H4 0.58890 -1.28709 -0.07858  0.21
H5 2.05644 0.07082 -1.61499  0.21
H6 1.81104 1.46929 -0.51190  0.20
H7 2.68717 0.06745 0.02928  0.21
H8 -0.33917 0.22386 -1.85871  0.24
H9 -0.75507 1.37115 -0.55354  0.23
H10 -2.70605 -1.97658 0.13551  0.50

The net charge is 0. The frontier orbital gap comes out at 11.12 eV. The value obtained for the energy above the lowest of the compared OMol25 structures with the same formula, charge and spin is 37.32 kJ/mol. The calculated total energy comes out at -9442.65620 eV. The largest force on an atom comes out at 1.164 eV Å⁻¹. The structure (SMILES) is CC(C)CC(=O)O. For the HOMO energy, the calculation gives -10.4 eV.